Entry 1:
14
Properties=species:S:1:pos:R:3 method="wB97M-V/def2-TZVPD" smiles="C=C.NCO" relative_energy_kcal_mol=87.6 fmax_ev_per_a=3.61 charge=0 total_energy_ha=-249.574113
C 2.445 -1.638 -0.746
C 2.367 -0.960 0.488
H 1.577 -2.278 -0.950
H 3.283 -1.530 -1.473
H 1.941 -1.365 1.401
H 2.850 -0.012 0.758
N -1.005 1.094 -0.860
C -1.968 0.644 0.267
O -3.105 1.429 0.683
H -0.823 2.145 -0.467
H -0.098 0.580 -0.619
H -1.447 0.868 1.152
H -2.247 -0.471 0.391
H -3.772 1.495 -0.026

Entry 2:
24
Properties=species:S:1:pos:R:3 method="wB97M-V/def2-TZVPD" smiles="CCC(N)=O.CCC(N)=O" relative_energy_kcal_mol=14.5 fmax_ev_per_a=5.26 charge=0 total_energy_ha=-497.034347
O 1.963 3.294 2.192
C 1.360 2.283 2.619
N 1.915 1.113 2.571
C -0.387 3.856 3.483
C -0.028 2.477 3.169
H 1.424 0.250 2.817
H 2.879 1.074 2.232
H -0.477 4.463 2.567
H 0.381 4.309 4.132
H -1.353 3.875 4.015
H -0.092 1.826 4.062
H -0.717 2.068 2.405
O -1.289 -3.209 -1.473
C -0.355 -3.062 -2.222
N 0.739 -3.780 -2.129
C -1.777 -1.882 -3.933
C -0.390 -2.017 -3.316
H 1.648 -3.493 -2.498
H 0.690 -4.414 -1.327
H -1.814 -1.198 -4.797
H -2.491 -1.527 -3.172
H -2.087 -2.887 -4.266
H 0.225 -2.363 -4.168
H 0.033 -1.057 -2.964

Entry 3:
64
Properties=species:S:1:pos:R:3 method="wB97M-V/def2-TZVPD" relative_energy_kcal_mol=0.0 fmax_ev_per_a=3.15 charge=0 total_energy_ha=-8643.458159
Pb 9.533 8.736 13.644
N 7.351 11.340 12.911
C 7.396 10.485 11.818
N 7.837 9.265 11.862
C 7.627 8.642 10.582
C 7.017 9.420 9.661
S 6.722 10.985 10.233
C 7.968 7.285 10.262
C 7.408 6.547 9.192
S 8.335 5.158 8.877
C 9.390 5.567 10.239
N 9.105 6.713 10.843
N 10.390 4.761 10.650
H 7.261 10.861 13.804
H 6.887 12.243 12.815
H 6.739 9.174 8.666
H 6.606 6.878 8.499
H 10.466 3.879 10.183
H 11.105 5.084 11.265
N 11.379 7.503 15.393
C 10.617 7.035 16.559
C 9.998 5.638 16.420
C 8.745 5.540 15.571
N 8.962 5.974 14.179
H 12.031 6.781 15.098
H 11.971 8.321 15.618
H 9.809 7.769 16.759
H 11.226 6.920 17.485
H 9.712 5.284 17.426
H 10.655 4.852 16.092
H 8.038 6.277 15.966
H 8.326 4.506 15.616
H 8.154 5.897 13.553
H 9.758 5.534 13.766
Se 11.132 11.157 15.497
Te 9.960 10.662 17.680
Te 7.207 10.829 16.893
Se 7.131 8.765 15.538
Cl 12.134 13.474 13.741
C 11.102 13.104 15.183
H 10.083 13.406 14.952
H 11.521 13.679 16.029
O 17.076 7.673 5.393
S 16.824 7.008 6.658
O 15.739 6.029 6.697
O 18.065 6.621 7.422
C 16.441 8.481 7.659
N 17.401 9.312 7.836
C 17.207 10.395 8.623
C 15.993 10.632 9.195
C 15.002 9.639 9.023
N 15.180 8.629 8.180
C 13.774 9.596 9.831
C 12.801 8.571 9.679
C 11.729 8.527 10.549
N 11.566 9.372 11.511
C 12.413 10.374 11.677
C 13.504 10.577 10.835
H 18.069 11.046 8.668
H 15.811 11.484 9.816
H 12.885 7.879 8.829
H 11.001 7.751 10.419
H 12.187 11.163 12.414
H 14.066 11.465 11.075

Entry 4:
54
Properties=species:S:1:pos:R:3 method="wB97M-V/def2-TZVPD" fmax_ev_per_a=1.97 charge=-1 total_energy_ha=-5568.199257
C -0.952 -1.329 2.942
C -0.842 -1.216 1.764
C -0.842 -1.005 0.289
C -1.995 -1.806 -0.319
C -3.354 -1.774 0.395
C -3.554 -2.865 1.460
Cl -3.836 -0.154 1.007
O -0.915 0.375 0.155
P 0.528 1.199 -0.542
I -0.699 3.575 -0.411
C 0.992 1.565 1.285
C 2.133 0.799 1.890
C 3.312 1.399 2.187
C -0.344 1.066 -2.228
C -1.845 0.960 -2.232
N -2.468 0.319 -3.142
C 2.245 1.835 -1.162
Br 2.673 1.352 -3.018
C 2.587 3.309 -0.993
C 4.130 3.518 -1.196
O 1.295 -0.373 -0.614
C 0.553 -1.465 -0.328
Cl 0.327 -2.266 -2.008
P 1.435 -2.861 0.519
O 0.756 -4.138 0.297
O 1.726 -2.540 2.063
O 2.885 -2.878 -0.211
H -1.207 -1.357 3.974
H -1.682 -2.851 -0.323
H -2.168 -1.545 -1.357
H -4.088 -1.995 -0.374
H -4.425 -3.471 1.213
H -2.696 -3.533 1.465
H -3.720 -2.453 2.450
H 1.224 2.617 1.408
H 0.119 1.399 1.907
H 2.052 -0.248 2.157
H 3.751 1.194 3.159
H 3.794 2.087 1.502
H -0.122 1.995 -2.754
H 0.035 0.262 -2.854
H -2.472 1.463 -1.506
H -1.801 -0.088 -3.800
H 2.967 1.283 -0.567
H 2.126 3.927 -1.754
H 2.398 3.674 0.009
H 4.670 2.581 -1.301
H 4.340 4.196 -2.019
H 4.545 4.010 -0.312
H 2.629 -2.742 2.331
H 3.577 -2.883 0.458
O -6.764 -1.024 0.011
H -7.161 -0.585 -0.747
H -6.059 -0.422 0.295

Entry 5:
39
Properties=species:S:1:pos:R:3 method="wB97M-V/def2-TZVPD" relative_energy_kcal_mol=18.5 fmax_ev_per_a=0.89 charge=+1 total_energy_ha=-841.507295
C -1.785 -1.580 0.987
N -0.814 -2.196 0.067
C 0.450 -2.583 0.698
C 1.492 -1.557 0.340
O 1.473 -0.986 -0.741
C -1.574 -0.063 1.015
N -1.483 0.512 -0.355
C -2.791 0.938 -0.895
H -1.727 -1.920 2.025
H -2.790 -1.831 0.643
H -1.242 -2.967 -0.423
H 0.819 -3.566 0.368
H 0.352 -2.685 1.783
H 2.292 -1.316 1.046
H -0.634 0.153 1.519
H -2.370 0.418 1.597
H -1.064 -0.218 -0.953
H -0.787 1.309 -0.349
H -2.662 1.354 -1.899
H -3.463 0.084 -0.992
H -3.222 1.714 -0.266
H 1.647 2.739 3.122
H 1.112 2.127 1.785
O 1.478 1.903 2.677
H -0.234 -2.053 -3.353
H 0.316 -1.404 -2.028
O -0.310 -1.270 -2.779
H -0.099 1.699 -4.093
H -0.263 0.440 -3.236
O -0.128 1.412 -3.172
H 1.251 -0.308 4.860
H 1.176 0.441 3.521
O 0.931 -0.402 3.954
H 1.419 1.578 -2.327
H 2.092 0.629 -1.281
O 2.054 1.564 -1.574
H 1.158 2.167 -0.507
H 0.373 3.434 0.007
O 0.438 2.485 0.176

Entry 6:
13
Properties=species:S:1:pos:R:3 method="wB97M-V/def2-TZVPD" relative_energy_kcal_mol=69.6 fmax_ev_per_a=4.54 charge=0 total_energy_ha=-906.156201
C -1.213 -0.492 -1.920
C 0.964 -0.927 1.978
C -0.561 0.651 -1.968
C 0.355 0.165 1.507
Si 1.236 1.226 0.236
Cl 3.150 0.659 -0.404
H -2.144 -0.683 -2.425
H -0.883 -1.266 -1.404
H 0.470 -1.632 2.694
H 2.038 -1.206 1.918
H -0.793 1.544 -2.415
H -0.611 0.209 1.855
H 1.437 2.617 0.883

Which of these has the highest charge? C5H25N2O7